1.
Below is a structure of composition C5H9N4O5S in a non-equilibrium geometry, with properties calculated with the ωB97M-V functional and the def2-TZVPD basis.

XYZ file:
```
24
Properties=species:S:1:pos:R:3:forces:R:3:nbo_charge:R:1
C 1.415344 0.669080 -1.109591 2.87 0.76 1.22 -0.13
C 0.043164 1.128809 -0.930024 -1.14 0.27 0.19 0.02
C 2.245764 1.322951 0.062507 -7.37 3.28 -2.64 0.47
C -2.437171 -0.090927 0.811150 1.31 -1.59 0.01 -0.28
C -1.032407 -0.820223 0.656964 -2.49 0.70 -0.01 0.71
N 1.465366 2.255626 0.500295 3.67 0.44 2.30 -0.28
N 0.264312 2.133768 -0.102448 0.23 -2.45 -1.94 -0.35
N -1.040089 -1.628073 -0.330764 0.31 -0.36 -0.62 -0.72
N -3.235349 -0.321745 -0.358996 -0.56 -1.84 0.69 -0.83
O 2.642841 -1.482512 1.057566 -0.11 0.83 -0.34 -0.90
O 4.377610 -1.257466 -0.663084 -0.06 0.32 -0.48 -0.79
O 3.387475 0.873450 0.307731 2.75 -2.63 0.53 -0.54
O 1.940823 -0.661045 -1.108521 0.16 -0.03 -0.59 -0.66
O -0.147793 -0.633912 1.563641 -1.08 1.04 0.41 -0.59
S 3.185276 -0.805936 -0.084576 0.11 -0.88 0.92 2.49
H 1.686744 1.286724 -2.005399 0.18 -0.76 0.12 0.29
H -2.258140 0.931159 1.004127 0.14 1.02 0.54 0.23
H -2.872384 -0.636003 1.645986 -0.03 0.49 0.49 0.24
H -0.286572 -2.176041 -0.735897 -0.12 0.14 0.34 0.44
H -1.927452 -1.409268 -0.828886 0.09 -0.42 -0.77 0.46
H -4.023863 -0.909054 -0.080971 0.25 0.04 -0.36 0.39
H -0.420859 2.747804 0.206329 -1.31 1.41 0.55 0.42
H -3.658324 0.462492 -0.778993 0.05 1.31 -0.56 0.41
H 0.685674 -0.979648 1.301863 2.12 -1.08 0.00 0.52
```
Forces are in eV/Å.

gap between HOMO and LUMO: 9.6 eV
total energy: -1188.9296 a.u.
energy relative to the best compared isomer or geometry (same formula, charge and spin): 1.56 kcal/mol
E_HOMO: -13.4 eV
net charge: +1

***

2.
Below is a cluster of 12 separate species, C15H22BCl33NO3S in total in a non-equilibrium geometry, with properties calculated with the ωB97M-V functional and the def2-TZVPD basis.

XYZ file:
```
76
Properties=species:S:1:pos:R:3:forces:R:3:lowdin_charge:R:1
N -3.527829 0.526969 -0.907105 2.01 -2.64 -0.45 0.07
C -2.227092 -0.259178 -0.716053 4.55 1.69 0.96 -0.29
O -1.052362 0.286268 -0.374230 -7.23 -3.06 -2.07 -0.04
C -2.256186 -1.903228 -0.916866 -1.45 0.38 0.87 -0.13
C -1.524542 -2.624753 0.359643 -1.66 1.19 0.21 -0.35
S 0.315229 -2.912197 0.171449 0.58 0.12 0.08 1.03
C 0.974930 -2.390758 -1.501186 0.29 1.14 -0.48 -0.31
B 0.740977 -3.510162 -2.708511 -1.23 -1.21 -2.31 -0.47
O 0.598486 -4.967851 -2.500050 -1.49 3.47 1.11 0.04
O 0.609915 -3.037146 -4.131084 -1.43 -0.05 3.69 0.03
H -3.610082 0.632383 -1.960520 -0.03 0.08 1.54 0.12
H -4.305660 -0.129382 -0.597898 1.16 1.07 -0.72 0.10
H -1.890252 -2.257888 -1.970333 -0.49 0.88 2.03 0.12
H -3.407708 -2.211324 -0.855759 2.56 0.48 -0.15 0.14
H -1.669228 -1.911513 1.305881 0.46 -1.71 -2.06 0.14
H -2.044594 -3.652877 0.564955 1.38 1.86 -0.39 0.12
H 0.941442 -2.041936 1.116007 -0.85 -0.40 -1.19 -0.05
H 2.159501 -2.306000 -1.380857 -2.75 -0.19 0.32 -0.02
H 0.605074 -1.313811 -1.771883 0.60 -2.00 0.62 0.12
H -0.183465 -5.082780 -1.852116 2.04 -0.12 -1.24 0.13
H -0.233847 -2.466537 -4.184934 2.10 -0.93 0.04 0.11
C -2.766583 2.840051 2.214160 0.16 0.21 -0.15 -1.52
Cl -2.429482 4.568014 2.413842 -0.03 -0.35 -0.05 0.52
Cl -2.343414 1.949467 3.686281 -0.02 -0.01 -0.15 0.51
Cl -4.469795 2.582335 1.798996 0.11 0.00 0.08 0.52
H -2.151186 2.461699 1.393925 -0.22 0.09 0.23 0.00
C 5.474611 -1.321864 -1.826256 0.65 0.53 0.08 -1.48
Cl 3.974459 -2.200739 -2.167561 0.75 -0.11 -0.40 0.64
Cl 5.727558 -0.036238 -3.018956 -0.10 -0.36 0.24 0.56
Cl 5.443748 -0.651775 -0.186215 -0.07 -0.18 -0.22 0.53
H 6.308807 -2.024705 -1.895401 -0.35 0.16 0.01 0.03
C 2.903229 -0.022481 3.319753 0.60 0.12 0.40 -1.49
Cl 3.626907 -1.629433 3.502408 -0.15 0.19 -0.04 0.54
Cl 4.151024 1.185528 2.968933 -0.72 -0.29 -0.07 0.51
Cl 1.673486 -0.035275 2.044105 -0.24 0.11 -0.16 0.55
H 2.419049 0.246255 4.262090 0.09 -0.10 -0.36 0.03
C 7.761621 0.915071 4.653755 0.13 -0.02 0.14 -1.52
Cl 8.527782 -0.449267 5.484985 -0.10 0.24 -0.15 0.53
Cl 7.327222 0.468500 2.995075 0.30 0.02 0.09 0.48
Cl 6.331790 1.463275 5.545250 0.27 0.00 0.02 0.50
H 8.478286 1.739266 4.611995 -0.27 -0.28 0.00 0.02
C -1.771975 -3.132183 -6.979770 0.16 -0.19 -0.26 -1.55
Cl -2.888702 -4.317223 -6.281226 0.15 0.13 0.02 0.51
Cl -1.599815 -3.392362 -8.723908 0.00 0.07 0.39 0.55
Cl -2.328096 -1.482697 -6.648663 0.10 -0.06 0.10 0.51
H -0.792490 -3.265448 -6.513400 -0.31 0.01 -0.18 0.00
C 2.445313 -7.646235 -1.966684 0.13 0.07 -0.20 -1.54
Cl 2.529442 -7.496135 -0.203234 -0.06 0.07 -0.13 0.52
Cl 4.051214 -7.972164 -2.640630 -0.24 0.05 0.09 0.53
Cl 1.305935 -8.922136 -2.428854 0.05 0.18 0.06 0.54
H 2.085852 -6.698730 -2.376161 0.09 -0.39 0.16 -0.02
C -2.716748 7.148986 5.130085 -0.02 -0.03 0.20 -1.54
Cl -1.689722 8.033345 6.271353 -0.22 -0.25 -0.27 0.50
Cl -4.415262 7.233346 5.627361 0.21 -0.08 -0.10 0.53
Cl -2.516389 7.787227 3.489289 0.00 -0.06 0.09 0.49
H -2.409225 6.100141 5.131494 -0.12 0.35 -0.03 0.00
C 3.100872 -12.158075 -3.945030 -0.02 0.03 0.01 -1.55
Cl 2.454576 -12.625266 -5.527243 0.05 0.11 0.20 0.52
Cl 2.682021 -13.367776 -2.720066 0.02 0.20 -0.12 0.52
Cl 4.857387 -11.940913 -4.029915 -0.22 0.04 0.03 0.51
H 2.649680 -11.205289 -3.656458 0.18 -0.33 -0.10 -0.04
C -6.349225 5.662285 0.150727 0.02 -0.02 0.18 -1.54
Cl -5.322198 6.546644 1.291994 -0.14 -0.17 -0.16 0.50
Cl -8.047739 5.746645 0.648003 0.24 -0.07 -0.09 0.53
Cl -6.148865 6.300525 -1.490069 -0.02 -0.11 0.09 0.52
H -6.041702 4.613440 0.152136 -0.08 0.37 -0.01 -0.02
C -4.245752 6.830461 -5.042846 -0.08 0.17 -0.02 -1.55
Cl -3.522074 5.223510 -4.860191 -0.07 0.11 0.05 0.49
Cl -2.997956 8.038470 -5.393666 -0.19 -0.18 0.10 0.52
Cl -5.475494 6.817667 -6.318495 0.15 -0.01 0.23 0.52
H -4.729931 7.099197 -4.100509 0.19 -0.10 -0.32 -0.01
C 0.677289 9.571152 9.442596 0.04 0.07 0.12 -1.53
Cl -0.439438 8.386111 10.141139 0.16 0.12 -0.08 0.51
Cl 0.849448 9.310972 7.698457 0.16 0.08 0.25 0.49
Cl 0.121168 11.220638 9.773703 0.12 -0.24 -0.04 0.52
H 1.656773 9.437886 9.908965 -0.35 0.04 -0.17 0.02
```
Forces are in eV/Å.

gap between HOMO and LUMO: 8.6 eV
total energy: -16474.2350 a.u.
E_HOMO: -12.2 eV
net charge: +1

***

3.
Below is a cluster of 2 separate species, C6H11NOS in total in a non-equilibrium geometry, with properties calculated with the ωB97M-V functional and the def2-TZVPD basis.

XYZ file:
```
20
Properties=species:S:1:pos:R:3:forces:R:3:nbo_charge:R:1
O -1.518642 2.747902 1.406307 -0.53 0.14 -0.06 -0.60
C -1.452193 2.909603 0.205364 0.84 -0.72 2.09 0.51
N -0.826659 2.044376 -0.600613 0.65 -2.43 1.88 -0.74
S 0.029446 0.640123 0.068336 -1.67 0.74 -0.61 0.44
C -1.367356 -0.452043 0.385352 -1.73 0.45 1.16 -0.41
C -1.837176 -1.541363 -0.633235 0.20 1.21 -0.18 -0.42
C -1.055551 -1.919410 0.550857 1.85 0.08 0.11 -0.42
H -1.822064 3.777717 -0.262092 -0.71 1.30 -0.96 0.12
H -0.609705 2.268611 -1.509708 0.29 0.55 -2.33 0.39
H -2.001306 0.070601 1.187874 0.47 -1.13 -1.64 0.26
H -1.479535 -1.530389 -1.642809 0.73 0.24 -0.21 0.22
H -2.829898 -1.938934 -0.641504 -0.70 0.35 0.36 0.22
H -1.687965 -2.514729 1.205658 0.80 0.25 0.53 0.23
H 0.054896 -2.066444 0.493034 -1.29 -0.70 0.06 0.22
C 3.503649 -0.576837 0.409384 -1.58 -2.35 0.02 -0.40
C 2.614979 -0.181241 -0.529623 1.89 -2.53 0.92 -0.39
H 3.613998 -1.624605 0.870594 -0.82 1.17 -1.43 0.19
H 4.118191 -0.012434 1.037628 0.86 1.83 0.17 0.19
H 2.585898 0.778605 -0.935953 0.06 1.59 -0.21 0.19
H 1.966993 -0.879109 -1.064853 0.39 -0.03 0.33 0.20
```
Forces are in eV/Å.

SMILES string: O=CNSC1CC1.C=C
gap between HOMO and LUMO: 9.7 eV
total energy: -763.2804 a.u.
energy relative to the best compared isomer or geometry (same formula, charge and spin): 79.11 kcal/mol
E_HOMO: -9.0 eV
net charge: 0

***

4.
Below is a structure of composition C26H46BN6OV, with properties calculated with the ωB97M-V functional and the def2-TZVPD basis.

XYZ file:
```
81
Properties=species:S:1:pos:R:3:forces:R:3:lowdin_charge:R:1
V -0.214332 0.323701 -1.396601 -0.17 -0.27 -0.29 1.09
C -0.353091 -2.166555 3.934541 -0.02 -0.09 0.02 0.00
C -0.021848 -0.795717 3.464215 0.02 0.13 0.06 -0.25
C 0.352031 0.291449 4.210921 -0.08 -0.08 -0.05 0.05
C 0.482562 1.369654 3.306791 0.00 -0.23 -0.05 -0.23
N 0.221562 0.960860 2.080930 -0.03 0.30 0.02 0.11
N -0.113935 -0.384814 2.166240 0.10 0.10 -0.09 0.05
B -0.170733 -0.959137 0.789693 0.18 -0.09 0.24 -0.48
N 1.169137 -1.402194 0.137389 0.16 -0.07 0.16 0.08
N 1.367759 -0.728640 -1.039272 -0.32 -0.06 0.20 -0.02
C 2.587239 -1.032544 -1.508801 0.18 -0.05 -0.21 -0.19
C 3.174490 -1.930370 -0.631337 -0.11 0.08 0.05 0.09
C 2.256970 -2.134434 0.405456 0.06 0.12 -0.23 -0.20
C 2.398506 -2.975171 1.617606 -0.07 -0.03 0.08 0.02
C 3.099451 -0.352878 -2.748402 0.09 -0.04 0.00 -0.53
C 3.863318 -1.353321 -3.624337 -0.03 0.02 0.08 -0.02
C 4.032360 0.785486 -2.303544 -0.02 0.00 -0.04 -0.01
C 1.928918 0.226477 -3.546798 -0.02 0.10 0.10 -0.04
N -1.373698 -1.682515 0.129823 -0.12 -0.15 0.24 0.09
N -1.560994 -1.069313 -1.074830 0.28 0.33 -0.07 -0.03
C -2.601634 -1.628229 -1.700387 -0.14 -0.05 -0.17 -0.19
C -3.091263 -2.642865 -0.887919 0.10 0.08 -0.05 0.09
C -2.289085 -2.656316 0.257366 -0.05 0.04 -0.13 -0.20
C -2.405177 -3.546777 1.438948 0.02 0.01 0.07 0.02
C -3.041263 -1.051462 -3.021092 0.02 -0.06 -0.05 -0.52
C -4.448345 -0.465312 -2.844086 0.03 0.02 -0.06 -0.01
C -3.051984 -2.139414 -4.104167 0.03 0.00 0.13 -0.01
C -2.069171 0.066334 -3.440089 -0.07 -0.03 0.08 -0.04
C 0.835515 2.796206 3.627796 0.03 0.07 -0.01 -0.55
C 0.946439 3.631546 2.352390 0.00 -0.01 0.04 -0.05
C -0.264428 3.379629 4.525919 0.03 -0.01 -0.02 -0.03
C 2.176919 2.822839 4.371537 -0.02 -0.02 -0.02 -0.03
H -0.039114 -2.275231 4.970062 0.00 -0.02 0.00 0.10
H 0.143273 -2.944195 3.353726 -0.02 0.01 0.00 0.06
H -1.428048 -2.341306 3.895983 0.00 -0.01 0.03 0.08
H 0.488404 0.308370 5.278105 0.00 -0.01 0.04 0.13
H -0.336726 0.186361 0.287598 -0.01 0.07 -0.27 0.08
H 4.147029 -2.382060 -0.708558 0.05 -0.02 -0.02 0.14
H 3.281991 -3.601738 1.537650 0.02 0.00 0.00 0.10
H 1.531587 -3.622999 1.745833 0.01 -0.03 0.01 0.09
H 2.499216 -2.346693 2.504173 -0.01 -0.01 0.02 0.10
H 4.728422 -1.747934 -3.093493 0.02 -0.02 0.01 0.09
H 4.226207 -0.860263 -4.525057 0.01 0.02 -0.01 0.10
H 3.229355 -2.189776 -3.918149 -0.01 -0.03 -0.02 0.10
H 4.864778 0.398992 -1.717539 0.01 -0.01 0.01 0.10
H 3.496867 1.517053 -1.693563 0.02 0.01 0.00 0.09
H 4.440645 1.293803 -3.176845 0.00 0.02 -0.01 0.10
H 1.217439 -0.549160 -3.841282 -0.02 0.00 -0.01 0.09
H 2.288691 0.708499 -4.455328 -0.02 0.00 -0.02 0.11
H 1.426130 1.046139 -2.988325 0.00 -0.05 -0.03 0.07
H -3.922952 -3.298338 -1.077709 -0.03 -0.02 -0.02 0.14
H -3.023319 -4.406939 1.194611 0.01 0.00 -0.01 0.10
H -2.879697 -3.015980 2.265304 0.00 -0.01 0.00 0.10
H -1.431421 -3.902709 1.771280 0.00 0.00 0.01 0.08
H -5.150300 -1.245111 -2.553813 -0.03 -0.01 0.02 0.10
H -4.796436 -0.032786 -3.782020 0.00 0.02 -0.01 0.10
H -4.461500 0.309062 -2.074712 -0.03 0.01 0.00 0.09
H -3.743459 -2.935256 -3.832633 -0.01 -0.04 -0.01 0.10
H -2.062905 -2.580037 -4.237521 0.01 -0.01 -0.01 0.10
H -3.378204 -1.721715 -5.055677 -0.01 0.02 -0.01 0.10
H -2.125381 0.916688 -2.731689 0.10 0.01 0.00 0.07
H -2.345920 0.492009 -4.403804 -0.02 -0.01 -0.01 0.12
H -1.044017 -0.321050 -3.576352 -0.03 0.04 0.02 0.07
H -0.021528 3.702809 1.846903 -0.01 -0.01 -0.01 0.06
H 1.692043 3.218074 1.668512 0.01 0.01 -0.02 0.09
H 1.253900 4.645205 2.606623 0.00 0.03 -0.01 0.10
H -1.233891 3.355800 4.025412 -0.02 0.01 0.00 0.09
H -0.031603 4.414681 4.776167 0.00 0.02 0.01 0.10
H -0.350431 2.820586 5.457164 0.00 -0.01 0.02 0.09
H 2.976273 2.410657 3.754059 0.02 -0.01 0.00 0.09
H 2.127254 2.246386 5.294998 0.01 -0.01 0.01 0.09
H 2.439695 3.847917 4.632698 0.00 0.02 0.00 0.10
C -2.288686 2.994593 -0.252216 0.03 0.02 -0.10 -0.04
C -0.962578 3.297736 -0.907130 -0.10 0.16 -0.07 -0.20
O -0.035375 2.174964 -0.720259 0.10 -0.21 0.35 -0.20
H -2.972180 3.829210 -0.402301 -0.01 0.02 -0.01 0.10
H -2.173461 2.839753 0.820605 0.02 -0.03 0.01 0.09
H -2.750663 2.104689 -0.692372 -0.02 0.01 0.05 0.07
H -0.470878 4.169929 -0.478673 -0.03 -0.01 -0.05 0.13
H -1.032476 3.428513 -1.986925 -0.04 0.04 0.05 0.13
H 0.171786 2.086598 0.250594 0.02 -0.04 0.08 0.08
```
Forces are in eV/Å.

2S+1: 3
gap between HOMO and LUMO (alpha / beta): 7.0 / 7.8 eV
total energy: -2390.5282 a.u.
energy relative to the best compared isomer or geometry (same formula, charge and spin): 0.00 kcal/mol
E_HOMO (alpha / beta): -14.2 / -14.2 eV
net charge: +2